No. 1
35
Properties=species:S:1:pos:R:3:nbo_charge:R:1 method="wB97M-V/def2-TZVPD" homo_energy_ev=-10.0 e_lumo_ev=0.1 homo_lumo_gap_ev=10.1 e_tot_ha=-1364.22872
O 0.402 0.926 -1.373 -0.94
S 0.395 1.155 0.055 1.76
O -0.472 -0.038 0.720 -0.72
C -1.796 -0.214 0.184 -0.13
C -2.142 -1.678 0.301 0.04
F -1.835 -2.143 1.563 -0.36
O 1.855 0.659 0.666 -0.45
O 1.929 -0.692 1.135 -0.43
B 2.743 -1.487 0.322 1.25
O 3.572 -0.960 -0.614 -0.89
O 2.664 -2.831 0.592 -0.90
H -1.819 0.048 -0.877 0.22
H -2.500 0.418 0.730 0.20
H -1.567 -2.264 -0.418 0.17
H -3.209 -1.825 0.128 0.18
H 3.613 -1.505 -1.408 0.51
H 1.773 -3.106 0.834 0.50
C -0.935 3.872 -4.135 -0.63
C -0.068 2.913 -4.932 -0.06
O 1.088 2.508 -4.215 -0.72
H -0.360 4.754 -3.851 0.21
H -1.803 4.191 -4.714 0.21
H -1.292 3.395 -3.219 0.20
H 0.297 3.393 -5.839 0.17
H -0.655 2.036 -5.231 0.15
H 0.799 2.065 -3.409 0.48
C 0.817 -1.703 4.127 -0.64
C -0.671 -1.658 4.414 -0.06
O -1.260 -0.464 3.909 -0.73
H 1.321 -0.845 4.573 0.21
H 1.271 -2.617 4.514 0.21
H 0.976 -1.655 3.050 0.21
H -0.871 -1.666 5.485 0.17
H -1.168 -2.528 3.973 0.16
H -1.093 -0.456 2.960 0.47



No. 2
44
Properties=species:S:1:pos:R:3:nbo_charge:R:1 method="wB97M-V/def2-TZVPD" homo_energy_ev=-14.6 charge=+2 de_lowest_kj_mol=1254.1 e_lumo_ev=-12.6 homo_lumo_gap_ev=2.0 e_tot_ha=-1636.57435
Be -4.281 0.499 -0.441 0.71
Pb -3.006 -0.991 -3.930 1.72
O 1.213 -1.021 -2.804 -0.68
C 0.658 -1.620 -3.832 0.93
O 0.810 -2.850 -4.002 -0.48
O -0.127 -0.987 -4.578 -0.65
H 1.344 -1.877 -2.391 0.53
O 0.005 0.194 -0.582 -0.73
C -1.302 -0.197 -0.447 1.00
O -1.896 0.188 0.535 -0.77
O -1.887 -0.585 -1.482 -0.89
H 0.253 0.054 -1.498 0.54
C -1.153 1.854 3.661 0.72
O -1.005 2.007 4.857 -0.54
N -2.299 1.669 3.109 -0.82
N -0.205 1.730 2.835 -0.78
H -3.132 1.814 3.662 0.42
H -2.430 1.628 2.108 0.39
H -0.414 1.255 1.968 0.39
H 0.730 1.785 3.213 0.42
C 0.818 2.897 -2.661 0.75
O 0.420 2.166 -3.523 -0.67
N 0.877 2.633 -1.399 -0.83
N 1.259 4.106 -2.889 -0.82
H 1.158 3.457 -0.888 0.39
H 0.307 1.895 -1.010 0.40
H 1.289 4.466 -3.832 0.42
H 1.486 4.817 -2.208 0.39
C -2.137 -2.985 2.287 0.71
O -2.072 -4.040 2.917 -0.45
N -1.913 -1.909 2.829 -0.75
N -2.040 -2.915 1.028 -0.77
H -2.078 -1.143 2.192 0.39
H -1.881 -1.680 3.813 0.44
H -1.293 -2.354 0.644 0.40
H -2.259 -3.796 0.585 0.42
C 3.028 -1.699 0.010 0.74
O 2.532 -2.633 -0.664 -0.64
N 2.568 -0.517 0.125 -0.78
N 4.073 -1.761 0.720 -0.77
H 1.768 -0.147 -0.368 0.40
H 3.117 0.197 0.581 0.39
H 4.541 -0.962 1.122 0.40
H 4.559 -2.642 0.627 0.42



No. 3
38
Properties=species:S:1:pos:R:3:nbo_charge:R:1 method="wB97M-V/def2-TZVPD" homo_energy_ev=3.4 charge=-4 de_lowest_kj_mol=525.4 e_lumo_ev=5.4 homo_lumo_gap_ev=2.0 e_tot_ha=-3482.73413
N 2.625 1.090 5.149 -1.10
H 1.889 1.525 4.612 0.45
H 2.192 0.604 5.922 0.36
H 3.442 1.618 5.421 0.39
H 3.152 0.453 4.569 0.45
Cu 0.778 0.747 -0.512 0.71
S 3.523 3.896 -2.979 2.62
O 2.778 5.066 -3.364 -1.12
O 4.933 4.017 -3.245 -1.08
O 3.389 3.660 -1.563 -1.02
O 2.900 2.778 -3.601 -1.05
S 5.684 -1.302 0.081 2.56
O 5.128 -1.604 -1.253 -0.99
O 6.543 -2.392 0.561 -1.12
O 6.501 -0.099 -0.073 -1.02
O 4.567 -0.973 0.988 -1.06
C -4.298 2.348 0.889 -0.63
C -3.707 3.352 1.914 0.10
C -4.719 3.845 2.997 -0.65
O -2.399 3.051 2.425 -0.98
H -4.757 1.465 1.332 0.16
H -3.582 2.025 0.134 0.21
H -5.097 2.762 0.275 0.16
H -3.521 4.177 1.226 0.09
H -5.678 4.103 2.547 0.16
H -4.350 4.823 3.306 0.19
H -4.773 3.139 3.826 0.19
C -0.342 -5.690 -3.607 -0.66
C -1.223 -4.411 -3.268 0.10
C -2.011 -4.573 -1.975 -0.64
O -0.397 -3.279 -3.207 -0.94
H -0.869 -6.624 -3.416 0.14
H 0.297 -5.676 -2.724 0.21
H 0.173 -5.773 -4.564 0.19
H -1.879 -4.356 -4.136 0.07
H -1.537 -4.268 -1.041 0.20
H -2.428 -5.544 -1.709 0.15
H -2.926 -3.981 -1.938 0.18



No. 4
39
Properties=species:S:1:pos:R:3:nbo_charge:R:1 method="wB97M-V/def2-TZVPD" homo_energy_ev=-10.4 e_lumo_ev=-0.2 homo_lumo_gap_ev=10.2 e_tot_ha=-2526.41349
K 1.487 0.101 -0.195 0.96
N -0.467 -1.519 -1.092 -1.23
S -1.130 -2.735 -0.507 2.44
O -0.675 -4.022 -0.975 -0.89
O -2.579 -2.581 -0.189 -0.90
F -0.382 -2.589 0.935 -0.52
S -1.495 -1.445 -2.536 2.35
O -2.335 -0.284 -2.582 -0.86
O -1.888 -2.737 -3.175 -0.82
F -0.384 -0.972 -3.609 -0.50
C 4.097 -3.230 -0.979 -0.63
C 2.665 -3.216 -1.716 -0.07
O 2.194 -1.888 -1.835 -0.78
H 4.801 -2.539 -1.442 0.21
H 4.485 -4.247 -1.026 0.21
H 4.001 -3.082 0.097 0.20
H 1.989 -3.889 -1.189 0.19
H 2.836 -3.654 -2.699 0.17
H 1.243 -1.944 -1.715 0.49
C 0.992 3.887 0.763 0.77
O 1.676 2.906 0.484 -0.74
N 1.256 4.694 1.763 -0.82
N -0.033 4.339 0.091 -0.82
H 0.527 5.378 1.909 0.39
H 2.021 4.460 2.380 0.42
H -0.312 3.709 -0.647 0.42
H -0.645 5.105 0.333 0.40
C -1.152 0.479 2.513 -0.62
C -2.004 0.735 1.294 0.09
C -3.062 1.854 1.517 -0.64
O -1.161 1.065 0.205 -0.77
H -0.967 1.474 2.919 0.20
H -0.218 -0.053 2.333 0.19
H -1.676 -0.182 3.203 0.22
H -2.568 -0.138 0.967 0.19
H -3.778 1.795 0.698 0.23
H -2.587 2.825 1.655 0.20
H -3.724 1.858 2.383 0.22
H -1.047 0.278 -0.333 0.49



No. 5
36
Properties=species:S:1:pos:R:3:nbo_charge:R:1 method="wB97M-V/def2-TZVPD" homo_energy_ev="-5.0 / -4.9" s2=0.764 charge=-1 de_lowest_kj_mol=18.0 e_lumo_ev="1.6 / 1.6" homo_lumo_gap_ev="6.6 / 6.5" spin_multiplicity=2 e_tot_ha=-1933.22530
K 22.732 -0.389 24.163 0.95
P 21.286 0.899 26.840 2.46
O 22.586 0.033 26.691 -1.26
O 21.738 2.351 26.699 -1.24
O 20.595 0.638 28.228 -0.77
O 20.318 0.518 25.638 -1.00
C 25.274 2.223 26.812 -0.10
C 25.690 0.773 26.896 -0.09
O 25.019 0.090 25.801 -0.81
O 24.218 2.324 27.758 -0.77
H 24.901 2.529 25.835 0.18
H 26.068 2.899 27.128 0.15
H 25.352 0.256 27.794 0.20
H 26.753 0.659 26.686 0.14
H 24.151 0.162 26.206 0.51
H 23.382 2.297 27.288 0.51
C 23.306 -1.801 20.773 -0.09
C 24.653 -1.220 21.314 -0.09
O 24.748 -1.506 22.730 -0.72
O 22.212 -1.040 21.228 -0.72
H 23.171 -2.818 21.143 0.15
H 23.367 -1.824 19.685 0.16
H 24.636 -0.152 21.096 0.20
H 25.485 -1.710 20.807 0.17
H 24.706 -2.462 22.806 0.46
H 21.530 -1.133 20.559 0.48
C 21.683 4.664 24.245 -0.08
C 23.029 3.877 24.056 -0.09
O 22.751 2.490 24.218 -0.80
O 21.381 4.743 25.644 -0.75
H 20.857 4.298 23.635 0.16
H 21.836 5.688 23.906 0.14
H 23.744 4.221 24.803 0.17
H 23.456 4.050 23.069 0.16
H 22.492 2.328 25.128 0.51
H 21.579 3.867 25.982 0.51



No. 6
41
Properties=species:S:1:pos:R:3:nbo_charge:R:1 method="wB97M-V/def2-TZVPD" homo_energy_ev="5.7 / 5.8" s2=0.770 charge=-4 de_lowest_kj_mol=327.5 e_lumo_ev="7.4 / 7.4" homo_lumo_gap_ev="1.7 / 1.7" spin_multiplicity=2 e_tot_ha=-2575.22199
K -0.101 -0.929 -0.146 0.93
P -0.777 -0.034 2.951 2.54
O -0.546 -1.488 2.396 -1.37
O -1.150 0.811 1.708 -1.34
O 0.630 0.279 3.568 -1.27
O -1.960 0.097 3.962 -1.31
P 4.005 -0.025 0.201 2.45
O 4.437 -0.954 -0.933 -1.11
O 4.477 -0.569 1.533 -0.96
O 2.454 -0.075 0.206 -1.02
O 4.386 1.455 -0.013 -1.27
C -3.130 3.177 -0.980 -0.06
C -2.239 1.914 -1.018 -0.11
O -2.782 0.979 -0.208 -0.78
O -3.416 3.774 0.291 -0.76
H -4.110 3.088 -1.448 0.11
H -2.755 4.010 -1.575 0.14
H -1.230 2.105 -0.654 0.22
H -2.067 1.522 -2.020 0.13
H -2.178 1.040 0.535 0.54
H -3.544 3.122 0.985 0.50
C 2.823 2.488 -2.835 -0.10
C 1.948 1.212 -2.769 -0.10
O 1.138 1.325 -1.614 -0.76
O 4.201 2.148 -2.633 -0.76
H 2.637 3.364 -2.212 0.17
H 2.470 2.860 -3.797 0.11
H 2.608 0.360 -2.933 0.19
H 1.310 1.195 -3.652 0.12
H 1.761 1.075 -0.928 0.53
H 4.025 1.488 -1.959 0.52
C -0.636 -4.670 1.478 -0.06
C -2.190 -4.188 1.451 -0.08
O -2.642 -3.355 2.529 -0.76
O 0.184 -3.588 1.185 -0.77
H -0.559 -5.492 0.766 0.12
H -0.305 -5.161 2.394 0.13
H -2.867 -5.037 1.358 0.11
H -2.308 -3.768 0.453 0.13
H -1.937 -2.713 2.639 0.54
H -0.065 -2.843 1.737 0.53



No. 7
26
Properties=species:S:1:pos:R:3:nbo_charge:R:1 method="wB97M-V/def2-TZVPD" homo_energy_ev=-19.1 charge=+2 de_lowest_kj_mol=56.0 e_lumo_ev=-6.3 homo_lumo_gap_ev=12.8 smiles=C[C@H]([NH3+])CCCC[NH3+] e_tot_ha=-348.31097
C 1.351 -2.361 0.807 -0.67
C 0.845 -1.623 -0.426 -0.03
N 1.877 -1.875 -1.564 -0.70
C 0.681 -0.113 -0.239 -0.45
C -0.250 0.332 0.875 -0.43
C -1.746 0.595 0.597 -0.42
C -1.861 1.754 -0.376 -0.23
N -1.408 3.093 0.188 -0.68
H 2.461 -2.348 0.890 0.23
H 1.031 -3.408 0.942 0.27
H 1.037 -1.872 1.717 0.25
H -0.108 -2.129 -0.760 0.24
H 1.947 -2.838 -1.926 0.47
H 1.898 -1.173 -2.308 0.45
H 2.763 -1.628 -1.006 0.45
H 1.640 0.385 -0.065 0.24
H 0.394 0.247 -1.225 0.21
H 0.193 1.190 1.404 0.21
H -0.237 -0.410 1.741 0.26
H -2.157 -0.323 0.154 0.25
H -2.295 0.871 1.548 0.25
H -1.195 1.459 -1.211 0.22
H -2.923 1.865 -0.712 0.26
H -1.069 3.707 -0.544 0.45
H -0.666 3.007 0.893 0.45
H -2.207 3.595 0.606 0.46



No. 8
27
Properties=species:S:1:pos:R:3:nbo_charge:R:1 method="wB97M-V/def2-TZVPD" homo_energy_ev=-12.7 charge=+1 de_lowest_kj_mol=207.3 e_lumo_ev=-3.8 homo_lumo_gap_ev=8.9 e_tot_ha=-689.96319
C -0.481 1.883 -1.407 -0.68
C -0.120 1.752 1.069 -0.74
C 2.589 0.611 0.502 -0.42
C -2.066 -1.460 0.606 -0.42
C -0.579 -1.751 -1.389 -0.44
C 0.488 1.615 -0.231 0.54
N 1.678 1.168 -0.512 -0.46
N -0.729 -1.131 0.005 -0.75
P 0.596 -1.693 0.942 0.50
H -1.494 1.813 -1.104 0.25
H -0.282 2.860 -1.874 0.27
H -0.274 1.120 -2.190 0.24
H -0.736 2.570 1.217 0.28
H -0.866 0.894 1.138 0.31
H 0.483 1.585 1.912 0.24
H 2.920 -0.422 0.136 0.26
H 3.320 1.343 0.595 0.23
H 2.064 0.474 1.402 0.22
H -2.071 -0.980 1.607 0.20
H -2.804 -1.056 -0.029 0.21
H -2.133 -2.469 0.929 0.20
H -1.456 -1.420 -2.019 0.22
H 0.374 -1.296 -1.769 0.19
H -0.540 -2.899 -1.356 0.21
H 2.020 1.086 -1.474 0.43
H 0.039 -1.242 2.131 -0.05
H 0.058 -2.957 1.162 -0.05



No. 9
27
Properties=species:S:1:pos:R:3:nbo_charge:R:1 method="wB97M-V/def2-TZVPD" homo_energy_ev="-9.0 / -6.5" de_lowest_kj_mol=582.1 e_lumo_ev="0.2 / 0.0" homo_lumo_gap_ev="9.2 / 6.5" e_tot_ha=-638.22906
C 0.240 1.139 -3.144 -0.61
C 0.065 2.017 -0.778 -0.62
C 1.954 0.541 -1.456 -0.61
C -0.808 -3.288 1.686 -0.42
C -1.100 0.873 2.690 -1.12
C 0.449 0.749 -1.676 0.03
N -1.143 -1.994 2.115 -1.05
N -0.459 -0.347 -1.424 -0.54
Si -0.135 -0.591 1.962 1.22
H 0.859 2.119 -3.348 0.21
H 0.594 0.248 -3.876 0.21
H -0.792 1.439 -3.485 0.23
H -1.089 2.045 -0.738 0.23
H 0.509 2.987 -1.095 0.21
H 0.583 1.743 0.102 0.20
H 2.158 0.615 -0.287 0.20
H 2.322 -0.320 -1.978 0.21
H 2.328 1.450 -1.905 0.21
H 0.253 -3.512 2.049 0.20
H -1.352 -4.000 2.287 0.21
H -0.833 -3.277 0.537 0.19
H -1.087 1.670 1.992 0.25
H -1.973 0.470 3.074 0.24
H -0.641 1.308 3.748 0.24
H -2.102 -1.587 2.138 0.39
H 0.000 -1.332 -1.606 0.32
H 1.203 -1.163 2.413 -0.20



No. 10
27
Properties=species:S:1:pos:R:3:nbo_charge:R:1 method="wB97M-V/def2-TZVPD" homo_energy_ev="-3.2 / -8.4" s2=2.013 de_lowest_kj_mol=106.7 e_lumo_ev="1.0 / -4.1" homo_lumo_gap_ev="4.2 / 4.3" spin_multiplicity=3 e_tot_ha=-638.17458
C -1.634 -0.987 1.127 -0.64
C -1.492 -1.043 -1.340 -0.65
C 0.207 -2.379 0.137 -0.63
C 0.105 3.162 -0.659 -0.45
C 1.314 0.527 1.739 -1.08
C -0.688 -1.103 0.007 -0.43
N 2.323 0.326 -1.252 -1.10
N -0.461 1.815 -0.498 -0.74
Si 0.532 0.432 -0.107 1.39
H -1.094 -1.103 2.005 0.20
H -2.089 0.034 1.194 0.20
H -2.505 -1.685 1.266 0.22
H -0.853 -0.553 -2.151 0.20
H -2.359 -0.455 -1.056 0.20
H -1.618 -2.098 -1.533 0.22
H 0.595 -2.285 1.199 0.21
H -0.420 -3.306 -0.067 0.21
H 1.051 -2.354 -0.669 0.22
H 0.157 3.409 -1.775 0.23
H -0.509 3.808 -0.081 0.22
H 1.123 2.981 -0.285 0.22
H 2.282 0.965 1.884 0.24
H 0.702 1.018 2.501 0.23
H 1.344 -0.512 2.006 0.22
H 2.269 -0.279 -2.062 0.36
H 3.016 0.009 -0.569 0.35
H -1.298 1.655 -0.960 0.38



No. 11
27
Properties=species:S:1:pos:R:3:nbo_charge:R:1 method="wB97M-V/def2-TZVPD" homo_energy_ev=-13.0 charge=+1 de_lowest_kj_mol=457.3 e_lumo_ev=-2.5 homo_lumo_gap_ev=10.5 e_tot_ha=-403.30641
C -0.665 -1.983 -0.123 -0.62
C 3.109 1.098 0.395 -0.66
C -4.678 0.311 0.209 0.01
C 0.615 0.593 1.049 -0.42
C 0.697 -1.308 -0.443 -0.24
C 2.146 0.739 -0.695 -0.25
N -3.478 0.293 0.464 -0.66
N -0.210 0.856 -1.027 -0.62
N 0.802 0.157 -0.349 -0.08
H -1.385 -1.462 -0.745 0.22
H -0.538 -3.052 -0.279 0.26
H -0.865 -1.881 0.943 0.22
H 4.126 1.452 -0.062 0.27
H 2.903 1.976 0.935 0.23
H 3.465 0.193 1.105 0.23
H -0.158 0.578 -1.979 0.36
H -5.538 0.016 0.679 0.17
H -4.838 0.791 -0.766 0.16
H 1.233 -0.020 1.709 0.23
H 0.821 1.698 1.246 0.26
H -0.412 0.502 1.305 0.23
H 0.874 -1.547 -1.469 0.22
H 1.472 -1.972 0.118 0.25
H 2.686 0.107 -1.425 0.24
H 2.064 1.633 -1.349 0.26
H -3.104 -0.309 1.287 0.34
H -1.145 0.541 -0.733 0.40



No. 12
27
Properties=species:S:1:pos:R:3:nbo_charge:R:1 method="wB97M-V/def2-TZVPD" homo_energy_ev=-13.3 charge=+1 de_lowest_kj_mol=437.0 e_lumo_ev=-4.6 homo_lumo_gap_ev=8.7 e_tot_ha=-403.31416
C -0.218 -2.463 -0.611 -0.62
C 0.953 1.304 2.756 -0.59
C 2.024 -0.898 1.771 -0.59
C 0.171 0.836 -1.716 -0.48
C -0.881 -1.074 -0.597 -0.29
C 0.811 0.038 1.725 -0.12
N -2.488 1.922 -2.558 -1.12
N 0.717 0.409 0.376 0.02
N -0.030 0.083 -0.519 0.06
H -0.745 -3.108 -1.349 0.25
H 0.833 -2.378 -0.720 0.22
H -0.312 -2.874 0.366 0.23
H 1.549 2.047 2.179 0.23
H -0.008 1.801 2.907 0.23
H 1.421 0.980 3.699 0.25
H 1.887 -1.622 2.573 0.25
H 2.910 -0.164 1.768 0.24
H 2.127 -1.473 0.952 0.21
H 0.675 1.734 -1.493 0.24
H 0.598 0.226 -2.523 0.24
H -0.737 1.217 -2.123 0.30
H -1.682 -1.059 0.163 0.25
H -1.349 -1.016 -1.680 0.24
H -0.023 -0.588 2.098 0.20
H -2.777 2.477 -3.330 0.39
H -3.090 1.035 -2.286 0.39
H -2.335 2.610 -1.830 0.37



Copy entry 4 word for word.
39
Properties=species:S:1:pos:R:3:nbo_charge:R:1 method="wB97M-V/def2-TZVPD" homo_energy_ev=-10.4 e_lumo_ev=-0.2 homo_lumo_gap_ev=10.2 e_tot_ha=-2526.41349
K 1.487 0.101 -0.195 0.96
N -0.467 -1.519 -1.092 -1.23
S -1.130 -2.735 -0.507 2.44
O -0.675 -4.022 -0.975 -0.89
O -2.579 -2.581 -0.189 -0.90
F -0.382 -2.589 0.935 -0.52
S -1.495 -1.445 -2.536 2.35
O -2.335 -0.284 -2.582 -0.86
O -1.888 -2.737 -3.175 -0.82
F -0.384 -0.972 -3.609 -0.50
C 4.097 -3.230 -0.979 -0.63
C 2.665 -3.216 -1.716 -0.07
O 2.194 -1.888 -1.835 -0.78
H 4.801 -2.539 -1.442 0.21
H 4.485 -4.247 -1.026 0.21
H 4.001 -3.082 0.097 0.20
H 1.989 -3.889 -1.189 0.19
H 2.836 -3.654 -2.699 0.17
H 1.243 -1.944 -1.715 0.49
C 0.992 3.887 0.763 0.77
O 1.676 2.906 0.484 -0.74
N 1.256 4.694 1.763 -0.82
N -0.033 4.339 0.091 -0.82
H 0.527 5.378 1.909 0.39
H 2.021 4.460 2.380 0.42
H -0.312 3.709 -0.647 0.42
H -0.645 5.105 0.333 0.40
C -1.152 0.479 2.513 -0.62
C -2.004 0.735 1.294 0.09
C -3.062 1.854 1.517 -0.64
O -1.161 1.065 0.205 -0.77
H -0.967 1.474 2.919 0.20
H -0.218 -0.053 2.333 0.19
H -1.676 -0.182 3.203 0.22
H -2.568 -0.138 0.967 0.19
H -3.778 1.795 0.698 0.23
H -2.587 2.825 1.655 0.20
H -3.724 1.858 2.383 0.22
H -1.047 0.278 -0.333 0.49